The following is a DFT calculation (ωB97M-V with the def2-TZVPD basis set) of 8 unconnected molecules or ions with the total composition C15H46N4O8 in a non-equilibrium geometry.

Computed properties:
- HOMO energy (eV) = -9.5
- SMILES = NC(N)=O.NC(N)=O.CC(C)O.CCO.CCO.CCO.CCO.CCO
- ΔE to the lowest compared entry with this formula, charge and spin (eV) = 0.592
- LUMO (Ha) = -0.0033
- Kohn-Sham gap (eV) = 9.36

Geometry as ORCA input:
```
! RIJCOSX wB97M-V def2-TZVPD def2/J DEFGRID3
* xyz 0 1
C -1.56235 -1.86528 -3.36086
C -1.14775 -3.29531 -3.04264
C 0.08267 -3.76559 -3.75046
O -0.96942 -3.33005 -1.56380
H -2.42647 -1.58247 -2.75528
H -1.83376 -1.74300 -4.41035
H -0.75329 -1.16315 -3.13012
H -2.00104 -3.94519 -3.25766
H 0.33952 -4.78328 -3.45792
H 0.87334 -3.10169 -3.39542
H 0.06935 -3.69807 -4.83989
H -0.57921 -4.13433 -1.19834
C -1.89218 2.21558 -2.85338
O -2.11523 3.06288 -3.70102
N -0.61392 1.62675 -2.73012
N -2.89088 1.68543 -1.98705
H 0.11847 2.11843 -3.23714
H -0.36806 1.02376 -1.94744
H -2.66186 0.98915 -1.28734
H -3.86186 1.97861 -2.04544
C 0.64873 0.36918 0.24956
O 1.54725 1.19345 0.48583
N 0.70791 -0.46666 -0.97462
N -0.38888 0.14531 1.13414
H 1.62185 -0.39344 -1.42629
H 0.24247 -1.37636 -0.98122
H -1.08987 -0.52035 0.82498
H -0.56880 0.69272 1.98090
C -4.23217 -0.51039 1.29664
C -3.78835 -1.26438 0.10261
O -2.37178 -1.55506 0.17715
H -5.02194 0.18600 1.00997
H -3.37047 0.13122 1.48911
H -4.47751 -1.04522 2.21202
H -4.01277 -0.64976 -0.77521
H -4.32502 -2.20153 -0.06065
H -2.16166 -2.32122 -0.38471
C -2.95629 4.00320 2.44371
C -1.90622 3.03001 1.97180
O -1.52206 2.07104 3.03916
H -2.49401 4.54639 3.27591
H -3.80338 3.45004 2.85035
H -3.30996 4.73229 1.70937
H -0.99266 3.56048 1.65022
H -2.27112 2.40909 1.14518
H -1.14930 2.54977 3.78164
C 0.91771 -3.34017 3.42518
C 1.87992 -2.93450 2.31034
O 2.33127 -4.07609 1.54041
H 0.33127 -2.47971 3.76746
H 1.51265 -3.64688 4.28733
H 0.24289 -4.15536 3.17544
H 2.79193 -2.53826 2.77340
H 1.46272 -2.12579 1.68238
H 1.62168 -4.32390 0.93173
C 2.20222 5.37908 -0.14830
C 2.95470 4.24224 0.51037
O 2.17447 3.73572 1.60027
H 2.01778 6.11257 0.63272
H 1.26093 5.13891 -0.64639
H 2.87983 5.84366 -0.86986
H 3.88666 4.65871 0.92429
H 3.19368 3.46619 -0.21022
H 1.89479 2.84667 1.36379
C 5.27175 -1.83759 0.31894
C 3.91717 -1.12755 0.40241
O 4.09846 0.26189 -0.02279
H 5.11949 -2.91598 0.42606
H 5.98311 -1.54453 1.10505
H 5.70455 -1.61496 -0.65902
H 3.38395 -1.23075 1.35233
H 3.30352 -1.61789 -0.38188
H 3.30082 0.76526 0.13265
*
```

=====

The following is a DFT calculation (ωB97M-V with the def2-TZVPD basis set) of a molecular structure, C15H46NO19P5S in a non-equilibrium geometry.

Computed properties:
- HOMO energy (eV) = -9.2
- LUMO (Ha) = -0.0480
- Kohn-Sham gap (eV) = 7.86

Geometry as ORCA input:
```
! RIJCOSX wB97M-V def2-TZVPD def2/J DEFGRID3
* xyz 0 1
C 3.90577 3.01493 -4.10699
C 2.69867 2.04973 -4.17429
C 2.97437 0.98066 -5.22912
O 2.17300 -0.22577 -4.96324
S 2.80705 -1.37619 -5.95298
O 2.05902 -1.25274 -7.16590
O 2.34202 -2.80784 -5.20344
P 3.53248 -3.95383 -5.50994
N 4.14867 -4.54942 -4.20749
H 4.60433 2.72853 -3.31427
H 4.47786 2.98589 -5.04337
H 3.58889 4.04370 -3.91504
H 2.56515 1.53009 -3.21904
H 1.77502 2.57390 -4.43525
H 2.71359 1.29716 -6.24571
H 4.02455 0.66022 -5.16228
H 2.93207 -4.91161 -6.35943
H 4.58425 -3.31198 -6.21558
H 3.68777 -4.11148 -3.41277
C 1.89407 -4.01811 -0.69067
O 2.53571 -5.08289 0.02562
P 2.90071 -4.78170 1.62556
O 3.80995 -3.60849 1.46595
O 3.67821 -6.19292 1.74480
C 4.90778 -6.35228 1.03874
O 2.69474 -4.70236 3.28828
C 1.49799 -5.30589 3.81943
H 1.35760 -4.44942 -1.53478
H 1.18547 -3.48943 -0.05553
H 2.64531 -3.32321 -1.06493
H 5.38371 -5.39617 0.82336
H 4.72801 -6.88846 0.10628
H 5.57551 -6.94460 1.66230
H 1.46165 -6.37008 3.57385
H 0.61676 -4.80292 3.41580
H 1.50451 -5.19160 4.90077
C -1.48127 1.52272 5.30460
O -1.06462 0.14817 5.25268
P -0.43263 -0.46806 6.67099
O 0.73866 0.43933 6.84738
O -0.05113 -1.85368 5.92890
C 0.99069 -1.83894 4.95359
O -0.39864 -1.20736 8.17588
C -1.63746 -1.77741 8.64372
H -2.21824 1.68376 4.51899
H -1.93394 1.76499 6.26435
H -0.62432 2.17092 5.12841
H 1.67645 -1.00388 5.08980
H 0.55147 -1.78909 3.95553
H 1.55173 -2.76655 5.04220
H -1.99233 -2.54670 7.95335
H -2.39716 -1.00113 8.75299
H -1.45717 -2.22997 9.61566
C -5.35246 0.14268 -0.60765
O -4.81122 -0.59170 0.50081
P -5.86308 -0.92226 1.75373
O -6.23098 0.46773 2.15492
O -4.66284 -1.55299 2.63448
C -3.65451 -0.67625 3.13219
O -7.01522 -1.74666 2.65057
C -7.37769 -3.06200 2.18397
H -4.73712 -0.06217 -1.48232
H -6.37676 -0.15740 -0.82113
H -5.32049 1.20918 -0.38982
H -4.00115 0.35481 3.20444
H -2.78063 -0.72197 2.48073
H -3.36753 -1.01912 4.12448
H -6.50410 -3.71819 2.16547
H -7.81735 -3.00487 1.18646
H -8.11521 -3.47366 2.86844
C -0.48958 8.03460 -1.52081
O -0.73694 8.07031 -2.93520
P -0.02569 6.86469 -3.84181
O 1.41386 7.13173 -3.54557
O -0.52425 7.55582 -5.21549
C 0.06339 8.79499 -5.60503
O 0.15643 5.38036 -4.60162
C -1.02326 4.54659 -4.56610
H -1.29336 8.57429 -1.02290
H -0.46864 7.01265 -1.14669
H 0.45822 8.52451 -1.30338
H 1.04544 8.94189 -5.15643
H -0.59441 9.61752 -5.32143
H 0.16969 8.78732 -6.68858
H -1.85800 5.05120 -5.05868
H -1.28560 4.31991 -3.53064
H -0.81128 3.61596 -5.08713
*
```

=====

The following is a DFT calculation (ωB97M-V with the def2-TZVPD basis set) of 8 unconnected molecules or ions with the total composition C15H46O15 in a non-equilibrium geometry.

Computed properties:
- HOMO energy (eV) = -9.4
- SMILES = OCCO.OCCO.OCCO.OCCO.OCCO.OCCO.OCCO.CO
- ΔE to the lowest compared entry with this formula, charge and spin (eV) = 0.721
- LUMO (Ha) = 0.0136
- Kohn-Sham gap (eV) = 9.79

Geometry as ORCA input:
```
! RIJCOSX wB97M-V def2-TZVPD def2/J DEFGRID3
* xyz 0 1
C -1.56132 0.23875 -3.09935
C -1.05805 -0.40077 -4.38111
O -0.43939 0.61532 -5.12154
O -0.56256 1.14236 -2.64192
H -1.81904 -0.52267 -2.38288
H -2.52277 0.76390 -3.32390
H -1.80451 -0.94476 -4.96888
H -0.28943 -1.09064 -4.00636
H 0.28195 0.22330 -5.62620
H -0.11016 1.44733 -3.43476
C -2.10098 -2.04852 0.63988
C -1.76682 -3.24829 1.50811
O -2.98945 -3.92103 1.58316
O -0.88828 -1.35830 0.35687
H -2.89871 -1.41321 1.13104
H -2.55656 -2.39829 -0.25810
H -1.40524 -3.00821 2.51473
H -1.01181 -3.89524 1.05082
H -2.92315 -4.66344 2.24391
H -0.91185 -0.58595 0.93293
C -0.29701 3.69930 -0.48923
C 0.63032 4.33202 0.50190
O 1.97043 3.96319 0.28324
O -0.33528 2.26491 -0.28144
H -0.01983 3.88543 -1.56006
H -1.28547 4.10977 -0.32438
H 0.27373 4.02208 1.48443
H 0.57284 5.42369 0.41148
H 1.92502 3.50157 -0.57797
H -0.40389 1.72420 -1.12283
C 3.64099 0.76464 -2.99716
C 2.45164 1.69299 -3.25259
O 2.03972 2.27234 -1.99975
O 3.79934 -0.12663 -4.06025
H 3.49261 0.21183 -2.10337
H 4.52012 1.40447 -2.74787
H 1.70195 1.13735 -3.83576
H 2.72194 2.53195 -3.86278
H 1.68439 1.49248 -1.52004
H 4.57924 0.17560 -4.51714
C 2.34704 -2.70579 3.39100
C 1.31509 -3.43830 4.33841
O 0.64396 -4.54634 3.69480
O 1.75996 -2.21141 2.18860
H 3.23441 -3.36231 3.14454
H 2.73918 -1.82462 3.84184
H 0.50736 -2.74566 4.65037
H 1.81035 -3.75629 5.26031
H 1.16346 -5.34561 3.81316
H 0.95489 -2.71576 2.06480
C 0.91317 -2.88490 -1.67905
C 2.10551 -1.93515 -1.65268
O 1.99721 -1.01350 -0.62511
O -0.22378 -2.23607 -1.94366
H 0.72072 -3.45732 -0.71766
H 0.94583 -3.82298 -2.30941
H 2.28235 -1.46402 -2.63831
H 3.02026 -2.56752 -1.47211
H 2.08151 -1.55486 0.21198
H -0.47787 -1.79016 -1.12144
C -3.61339 3.08092 1.71355
C -4.10441 2.27873 2.88540
O -3.05510 1.82064 3.68261
O -2.85728 4.18760 2.12918
H -4.37043 3.42709 1.06164
H -3.03489 2.41209 1.06744
H -4.69025 1.42812 2.49027
H -4.81762 2.78615 3.52641
H -2.36701 1.37727 3.21064
H -2.43422 3.95768 2.96288
C 0.51985 0.79657 2.35620
O -0.86630 0.78096 1.92315
H 0.94719 1.56713 1.75471
H 0.55126 0.83885 3.40683
H 0.98905 -0.14234 2.08747
H -0.96170 1.36633 1.15633
*
```

=====

The following is a DFT calculation (ωB97M-V with the def2-TZVPD basis set) of a molecular structure, C15H47AsF6O8 in a non-equilibrium geometry.

Computed properties:
- HOMO energy (eV) = -8.5
- ΔE to the lowest compared entry with this formula, charge and spin (eV) = 16.900
- LUMO (Ha) = -0.0653
- Kohn-Sham gap (eV) = 6.74

Geometry as ORCA input:
```
! RIJCOSX wB97M-V def2-TZVPD def2/J DEFGRID3
* xyz 0 1
O 19.08827 12.84959 6.60619
H 18.31232 12.28702 6.66101
H 18.86308 13.76043 6.40305
H 19.73404 12.46443 6.00935
As 22.47571 12.97262 6.35689
F 22.58678 13.77659 7.96312
F 23.63228 14.10237 5.62118
F 22.29266 12.16742 4.68370
F 21.20869 11.86891 7.04531
F 21.17337 14.12064 5.96916
F 23.81537 11.75010 6.79463
O 20.94557 15.41196 8.34753
H 20.19731 14.90793 8.66739
H 21.54363 14.75444 7.99227
O 20.17357 12.05016 5.11910
H 20.32896 12.65243 4.39153
H 20.92540 11.45789 5.10511
C 23.64696 13.23491 2.10973
C 22.90732 11.89283 2.34735
C 22.95510 11.06170 1.09503
O 23.65995 11.33872 3.42694
H 24.72615 13.09315 2.05185
H 23.38493 13.94268 2.89618
H 23.44720 13.66570 1.12859
H 21.88580 11.94914 2.72341
H 24.00974 10.84520 0.92484
H 22.46579 11.52680 0.23925
H 22.43077 10.13092 1.31146
H 23.42100 11.82337 4.22043
C 27.80913 13.40677 6.68830
C 26.33294 13.17050 7.28036
C 25.29927 14.23152 6.83067
O 25.75412 11.89319 7.04334
H 28.43634 12.57961 7.02076
H 28.19851 14.40260 6.90000
H 27.69055 13.39871 5.60480
H 26.48606 13.06537 8.35442
H 24.56753 14.40425 7.61987
H 25.03148 14.15506 5.77685
H 25.86692 15.16195 6.81728
H 24.98899 11.95145 6.46648
C 25.23423 8.26815 6.81193
C 24.10840 9.27791 7.04407
C 22.71799 8.75261 6.74958
O 24.16913 9.82931 8.36041
H 24.98371 7.27873 7.19453
H 26.15367 8.49480 7.35172
H 25.58249 8.11771 5.79009
H 24.27970 10.18587 6.46581
H 22.60523 7.81353 7.29135
H 22.44528 8.67538 5.69708
H 21.94590 9.40668 7.15476
H 24.02428 9.05658 8.91133
C 22.68518 16.67169 3.23194
C 22.54310 15.65195 4.33315
C 23.22083 16.27287 5.60830
O 21.18498 15.35567 4.48816
H 22.27533 16.29403 2.29517
H 23.76853 16.75146 3.14206
H 22.23366 17.63490 3.46956
H 23.13516 14.79633 4.00836
H 23.09202 15.57031 6.43167
H 22.80929 17.20769 5.98887
H 24.30263 16.34137 5.49390
H 21.10930 14.70813 5.19282
C 20.46016 12.60888 9.56815
C 19.17135 13.43292 9.99599
C 19.39953 14.28992 11.31964
O 19.00070 14.34200 9.00920
H 21.40823 13.14634 9.58826
H 20.39917 12.31605 8.52000
H 20.61935 11.70154 10.15079
H 18.38586 12.68127 9.91757
H 20.18501 15.04412 11.27167
H 19.49852 13.69838 12.22980
H 18.49754 14.86983 11.51517
H 18.06818 14.57001 9.01084
*
```

=====

The following is a DFT calculation (ωB97M-V with the def2-TZVPD basis set) of 9 unconnected molecules or ions with the total composition C15H48BO10.

Computed properties:
- HOMO energy (eV) = -4.3
- LUMO (Ha) = 0.0918
- Kohn-Sham gap (eV) = 6.76

Geometry as ORCA input:
```
! RIJCOSX wB97M-V def2-TZVPD def2/J DEFGRID3
* xyz -1 1
C -2.49878 0.09548 1.03586
C -2.56629 -0.32807 -0.42888
C -2.14453 0.74401 -1.42949
C -0.73389 1.29120 -1.18627
C -0.50075 2.57019 -2.01221
B 0.36421 0.07687 -1.42877
O 0.81657 -0.57267 -0.11357
C 2.00980 0.10096 0.19401
C 2.69013 0.15615 -1.14864
O 1.67274 0.60419 -2.00971
H -2.68026 1.16831 1.15825
H -1.49706 -0.09364 1.42643
H -3.21216 -0.44870 1.65441
H -1.91605 -1.19454 -0.57425
H -3.58469 -0.65412 -0.67168
H -2.89646 1.54777 -1.44813
H -2.14948 0.28396 -2.42577
H -0.66266 1.55130 -0.12111
H -0.41311 3.46078 -1.38206
H 0.41600 2.50747 -2.60241
H -1.33230 2.76702 -2.69478
H -0.17111 -0.79770 -2.12103
H 2.57485 -0.39092 0.99313
H 1.77478 1.13323 0.51825
H 3.00027 -0.87041 -1.40679
H 3.55539 0.81729 -1.20798
C -1.29007 -3.15097 -3.81113
O -1.05735 -3.21806 -2.42205
H -2.36383 -3.26518 -3.95970
H -0.98541 -2.18356 -4.22271
H -0.77999 -3.94729 -4.36680
H -0.12276 -3.04505 -2.26462
C -3.07337 5.82446 -2.85355
O -3.37292 4.62969 -2.16094
H -1.98797 5.90351 -2.86953
H -3.43069 5.80980 -3.88843
H -3.47777 6.71229 -2.35546
H -4.32575 4.50736 -2.12778
C -1.41001 -2.15839 4.26462
O -2.65714 -1.53131 3.99319
H -0.73990 -1.86686 3.45823
H -0.97500 -1.82909 5.21234
H -1.47842 -3.24838 4.27343
H -3.30415 -1.81217 4.64606
C -2.24628 -4.19090 0.82474
O -2.74734 -4.99971 1.89627
H -1.24933 -3.86020 1.10439
H -2.17817 -4.75222 -0.10884
H -2.86377 -3.30410 0.67029
H -3.63285 -5.28263 1.65332
C 2.17753 -1.78497 5.68587
O 1.42614 -2.95377 5.39499
H 2.00855 -1.10881 4.85216
H 1.83035 -1.28590 6.59368
H 3.24953 -1.98661 5.77060
H 1.54007 -3.61106 6.08642
C 5.28044 -1.62133 -3.05516
O 5.08182 -0.73970 -4.14877
H 5.98490 -2.38600 -3.38089
H 5.70162 -1.09912 -2.19134
H 4.34874 -2.10334 -2.75157
H 4.45743 -0.05885 -3.86719
C 3.23548 4.06704 -2.89763
O 3.43433 2.69838 -2.65608
H 4.22002 4.52791 -2.99606
H 2.67765 4.25596 -3.82302
H 2.70568 4.56361 -2.07635
H 2.57975 2.23122 -2.52146
C 0.12843 1.41444 4.22871
O 0.00878 0.71686 5.46556
H 1.03459 2.01364 4.29630
H 0.22080 0.73480 3.37809
H -0.71787 2.08202 4.04946
H -0.77966 0.16718 5.41153
*
```

=====

The following is a DFT calculation (ωB97M-V with the def2-TZVPD basis set) of 9 unconnected molecules or ions with the total composition C15H48N6O9 in a non-equilibrium geometry.

Computed properties:
- HOMO energy (eV) = -8.7
- SMILES = NC(N)=O.NC(N)=O.NC(N)=O.CCO.CCO.CCO.CCO.CCO.CCO
- ΔE to the lowest compared entry with this formula, charge and spin (eV) = 4.639
- LUMO (Ha) = 0.0149
- Kohn-Sham gap (eV) = 9.12

Geometry as ORCA input:
```
! RIJCOSX wB97M-V def2-TZVPD def2/J DEFGRID3
* xyz 0 1
C -3.04442 -2.75032 0.25310
C -2.34155 -2.60329 1.59966
O -2.72876 -1.36251 2.09189
H -2.75098 -3.62357 -0.22486
H -2.78281 -1.86916 -0.40491
H -4.10325 -2.74884 0.52882
H -1.33231 -2.70442 1.52931
H -2.81907 -3.36787 2.16522
H -2.51936 -1.43810 3.02310
C 1.13257 2.11272 0.59901
C 1.23082 3.31081 1.53550
O 2.37141 4.09244 1.30791
H 0.30033 1.49026 0.92420
H 2.02382 1.50758 0.67262
H 0.88734 2.54706 -0.35316
H 1.22852 2.93646 2.61247
H 0.33928 4.04628 1.43909
H 2.12652 5.00255 1.52524
C 1.45734 -3.75894 1.69822
C 0.55564 -4.51878 2.66662
O 0.51592 -3.96575 3.98349
H 2.49551 -3.78717 1.96321
H 1.11047 -2.72506 1.61843
H 1.57185 -4.15778 0.75079
H 0.84062 -5.56709 2.60960
H -0.42842 -4.67755 2.23308
H -0.08480 -4.53773 4.51414
C -2.43980 1.45677 -3.73073
C -1.23358 2.18747 -4.37408
O -0.93892 3.37352 -3.69648
H -2.31662 1.34752 -2.69871
H -2.65477 0.50724 -4.08305
H -3.45565 1.94078 -3.80601
H -1.58498 2.49802 -5.34534
H -0.40111 1.52927 -4.43641
H -0.08780 3.33521 -3.34567
C 0.28789 -1.27594 -0.46943
C 0.19482 -0.59492 -1.83089
O -0.06440 0.72351 -1.51654
H -0.62551 -1.34361 0.08649
H 1.03601 -0.85339 0.20182
H 0.61340 -2.27658 -0.60110
H -0.43600 -0.99163 -2.57719
H 1.19005 -0.51401 -2.28040
H -0.84410 0.71859 -1.01074
C 0.08257 -0.39737 3.07856
C -0.19945 0.55734 4.23465
O -1.58108 0.28285 4.56492
H -0.65989 -0.06814 2.34234
H -0.10644 -1.49642 3.35112
H 1.02239 -0.35106 2.57483
H -0.22697 1.62866 3.89594
H 0.52084 0.37379 4.98114
H -2.08818 0.99323 4.11862
C 2.79550 1.67416 -3.46762
O 2.94431 0.33515 -3.74350
N 3.63099 2.60293 -3.83446
N 1.86579 2.18525 -2.70386
H 4.45146 2.24948 -4.24521
H 3.58401 3.58980 -3.67493
H 1.13073 1.64770 -2.26064
H 1.67079 3.19363 -2.77004
C -3.48412 1.19377 -0.07336
O -2.17242 1.32818 0.21911
N -4.17955 2.14397 -0.77718
N -4.21862 0.18988 0.28666
H -3.61113 2.82220 -1.32782
H -5.15922 2.14608 -0.88552
H -3.74272 -0.53937 0.87624
H -5.13046 -0.13127 -0.13866
C 3.83530 -1.25438 -0.43131
O 3.48177 -2.49778 -0.88022
N 3.84485 -0.19744 -1.15126
N 4.19147 -1.05267 0.77710
H 3.55187 -0.47125 -2.09743
H 4.08703 0.75235 -0.82617
H 4.06840 -1.90359 1.40715
H 4.30897 -0.17967 1.23349
*
```